DFT (the ωB97M-V functional and the def2-TZVPD basis) results for a structure of composition C22H20N6O6 in a non-equilibrium geometry.

Calculated values
* electronic energy: -44352.588 eV
* energy relative to the best compared isomer or geometry (same formula, charge and spin): 0.000 eV
* Kohn-Sham gap: 0.2042 Eh

Positions of all 54 atoms, in Å:
C  2.622  -0.607  -1.256
N  1.739  -1.228  -0.312
C  0.495  -0.667  0.075
H  0.672  0.323  0.986
C  -0.285  -0.014  -1.027
C  -0.544  1.371  -1.060
C  -1.269  1.934  -2.091
C  -1.741  1.133  -3.148
O  -2.444  1.787  -4.110
C  -2.945  1.043  -5.247
C  -1.464  -0.245  -3.144
C  -0.754  -0.801  -2.101
N  -0.153  -1.726  0.742
C  -1.518  -1.685  1.156
C  0.523  -2.920  0.547
C  1.716  -2.610  -0.146
C  2.533  -3.627  -0.648
C  2.167  -4.951  -0.402
C  0.974  -5.259  0.310
C  0.139  -4.244  0.773
H  3.465  -1.290  -1.420
H  2.143  -0.427  -2.228
H  2.958  0.342  -0.830
H  -0.147  1.981  -0.253
H  -1.475  3.000  -2.085
H  -3.476  1.773  -5.860
H  -2.123  0.604  -5.833
H  -3.643  0.251  -4.935
H  -1.815  -0.856  -3.958
H  -0.548  -1.873  -2.113
H  -1.846  -2.713  1.340
H  -1.588  -1.100  2.077
H  -2.150  -1.236  0.385
H  3.436  -3.371  -1.205
H  2.792  -5.771  -0.751
H  0.720  -6.302  0.489
H  -0.789  -4.450  1.312
O  -1.210  5.846  3.024
N  -1.245  4.714  3.539
O  -2.016  4.436  4.488
C  -0.406  3.628  3.038
C  -0.517  2.333  3.571
C  0.143  1.228  2.991
N  0.198  0.024  3.754
O  -0.451  -0.032  4.827
O  0.891  -0.942  3.333
C  0.976  1.217  1.729
C  1.199  2.664  1.355
N  2.094  3.122  0.450
O  1.773  4.542  0.352
N  0.847  4.928  1.269
C  0.508  3.772  1.958
H  -1.129  2.196  4.456
H  1.965  0.754  1.836